Here is a cluster of 2 separate species, C7H10O3 in total from the Open Molecules 2025 dataset. Energies are from wB97M-V/def2-TZVPD.

Last column: Löwdin charge in e.
CARTESIAN COORDINATES (ANGSTROEM)
C -1.89 -3.40 0.32  0.069
C 1.13 2.12 -0.79  -0.136
C -0.71 -3.30 0.98  -0.159
C 0.36 1.70 0.03  -0.078
C 0.56 -1.50 1.76  -0.090
C 2.27 2.82 -1.36  -0.108
C -0.87 1.10 0.80  -0.079
O 2.30 -0.66 0.38  -0.026
O 1.22 -1.58 0.53  -0.128
O -0.47 -2.27 1.89  -0.041
H -2.28 -4.22 -0.30  0.074
H -2.72 -2.84 0.61  0.040
H 1.82 0.22 0.25  0.061
H 0.20 -3.79 0.72  0.110
H 1.94 3.29 -2.33  0.083
H 2.55 3.52 -0.60  0.071
H 3.10 2.14 -1.80  0.114
H -1.72 1.75 0.48  0.078
H -1.07 -0.03 0.50  0.095
H -0.60 1.04 1.84  0.050

Its highest occupied orbital energy is -9.111 eV. For the LUMO energy, the calculation gives 0.029 Ha. The relative energy (zero: lowest compared OMol25 entry of this formula, charge and spin) is 799.7 kJ/mol.

Here is a structure of composition C3H3LiO4Yb from the Open Molecules 2025 dataset. Energies are from wB97M-V/def2-TZVPD.

Last column: Löwdin charge in e.
CARTESIAN COORDINATES (ANGSTROEM)
C -2.50 0.71 0.60  -0.144
C -1.76 0.71 -0.71  -0.100
O -0.38 0.40 -0.59  -0.147
C 0.04 -0.93 -0.46  -0.753
O -0.19 -1.76 0.41  0.046
O 0.75 -1.21 -1.45  -0.064
O -2.05 0.27 1.64  0.017
H -3.47 1.23 0.57  0.164
H -1.85 1.70 -1.16  0.152
H -2.30 0.01 -1.37  0.172
Yb 1.76 0.92 -1.83  1.823
Li -1.23 -1.45 1.96  0.835

Its highest occupied orbital energy is -17.844 eV. For the LUMO energy, the calculation gives -0.344 Ha. Its net charge is +2. The relative energy (zero: lowest compared OMol25 entry of this formula, charge and spin) is 56.1 kJ/mol.

Here is a cluster of 2 separate species, C15H24I2N3O4 in total from the Open Molecules 2025 dataset. Energies are from wB97M-V/def2-TZVPD.

Last column: Löwdin charge in e.
CARTESIAN COORDINATES (ANGSTROEM)
C -1.61 -4.20 1.41  -0.119
O -1.13 -4.15 0.06  -0.229
C -2.00 -3.34 -0.78  -0.196
C -1.09 -2.56 -1.80  -0.133
C -1.05 -0.99 -1.59  -0.094
C 0.22 -0.50 -0.78  -0.276
N 1.46 -1.01 -1.46  0.102
C 1.49 -0.66 -2.67  -0.293
O 1.47 0.04 -3.60  0.218
C 0.37 -1.21 0.67  -0.350
O 1.03 -2.15 0.99  0.146
N -0.60 -0.42 1.46  0.002
C -0.44 1.06 1.18  -0.279
C -1.85 1.69 1.45  -0.598
I -3.37 0.66 2.65  0.925
C -2.29 2.93 1.02  -0.738
C -3.73 3.49 1.36  -0.243
I -1.04 4.26 -0.11  1.016
C 0.22 1.02 -0.26  -0.191
C 1.49 1.87 -0.62  -0.118
C 2.30 2.28 0.78  -0.240
C 2.87 3.82 0.79  0.023
O 1.64 3.28 1.62  -0.249
H -2.65 -4.64 1.51  0.100
H -0.93 -4.80 2.06  0.100
H -1.62 -3.15 1.83  0.083
H -2.67 -2.68 -0.16  0.119
H -2.62 -4.10 -1.36  0.134
H -0.07 -3.04 -1.75  0.118
H -1.48 -2.78 -2.84  0.119
H -1.20 -0.40 -2.55  0.133
H -1.97 -0.75 -0.97  0.123
H -1.46 -0.83 1.08  0.044
H 0.16 1.37 2.08  0.151
H -3.89 3.56 2.47  0.057
H -3.83 4.54 0.95  0.054
H -4.52 2.88 0.86  0.066
H -0.58 1.46 -0.93  0.112
H 1.30 2.83 -1.16  0.061
H 2.32 1.34 -1.15  0.092
H 2.96 1.47 1.28  0.140
H 2.20 4.40 0.10  0.074
H 3.29 4.25 1.73  0.120
N 4.58 -1.22 -0.97  0.333
H 4.88 -2.15 -0.65  0.165
H 3.65 -1.30 -1.40  0.102
H 4.54 -0.58 -0.18  0.153
H 5.25 -0.87 -1.66  0.161

Its highest occupied orbital energy is -10.963 eV. For the LUMO energy, the calculation gives -0.146 Ha. Its net charge is +1.

Here is a structure of composition C31H50ClPTeTl from the Open Molecules 2025 dataset. Energies are from wB97M-V/def2-TZVPD.

Last column: Löwdin charge in e.
CARTESIAN COORDINATES (ANGSTROEM)
Tl 3.29 2.03 2.39  0.482
Cl 2.55 0.44 0.42  -0.230
P -0.19 -1.20 -0.73  1.070
C 5.09 1.62 3.16  -0.420
H 5.28 1.38 4.23  -0.095
H 6.00 1.69 2.50  -0.094
C -2.06 -1.33 -0.92  -0.459
C 0.46 -2.91 -0.30  -0.453
C -2.68 -1.71 0.44  -0.221
H -2.32 -0.28 -1.13  0.105
C -4.20 -1.51 0.40  -0.205
H -2.46 -2.77 0.67  0.097
H -2.24 -1.11 1.24  0.102
C -4.86 -2.24 -0.78  -0.211
H -4.64 -1.86 1.34  0.104
H -4.41 -0.44 0.32  0.111
C -4.16 -1.97 -2.12  -0.205
H -4.86 -3.32 -0.59  0.109
H -5.91 -1.93 -0.86  0.100
C -2.64 -2.18 -2.05  -0.219
H -4.57 -2.62 -2.90  0.103
H -4.35 -0.94 -2.43  0.111
H -2.42 -3.24 -1.88  0.094
H -2.19 -1.91 -3.02  0.083
C 0.47 -0.87 -2.46  -0.456
C -0.30 -4.13 -0.83  -0.227
H 1.47 -2.90 -0.74  0.112
C 0.50 -5.40 -0.52  -0.204
H -1.28 -4.19 -0.33  0.100
H -0.48 -4.07 -1.91  0.088
C 0.82 -5.55 0.98  -0.213
H -0.06 -6.28 -0.87  0.103
H 1.44 -5.37 -1.09  0.111
C 1.41 -4.28 1.59  -0.198
H -0.10 -5.82 1.52  0.108
H 1.52 -6.38 1.12  0.100
C 0.60 -3.03 1.22  -0.239
H 1.46 -4.37 2.68  0.107
H 2.44 -4.14 1.24  0.116
H -0.40 -3.09 1.68  0.107
H 1.08 -2.12 1.63  0.030
C -0.29 0.28 -3.13  -0.218
H 1.49 -0.51 -2.20  0.079
C 0.35 0.68 -4.47  -0.204
H -1.33 -0.02 -3.30  0.097
H -0.31 1.15 -2.45  0.108
C 0.56 -0.52 -5.41  -0.212
H -0.27 1.44 -4.96  0.103
H 1.33 1.14 -4.25  0.114
C 1.25 -1.70 -4.72  -0.205
H -0.41 -0.84 -5.80  0.108
H 1.15 -0.20 -6.27  0.101
C 0.61 -2.09 -3.38  -0.219
H 1.26 -2.57 -5.38  0.103
H 2.30 -1.43 -4.52  0.114
H -0.38 -2.52 -3.57  0.093
H 1.22 -2.87 -2.91  0.100
C -0.25 3.48 0.60  -0.111
C 0.83 3.52 1.32  -0.228
H -1.07 2.77 0.76  0.108
C 2.05 4.27 0.89  -0.270
H 0.87 3.02 2.30  -0.034
C 1.65 5.59 0.24  -0.202
H 2.70 4.49 1.74  0.065
H 2.61 3.65 0.16  0.100
C 0.62 5.38 -0.87  -0.203
H 1.23 6.23 1.02  0.115
H 2.53 6.12 -0.14  0.106
C -0.56 4.50 -0.46  -0.197
H 0.25 6.36 -1.17  0.097
H 1.12 4.93 -1.72  0.107
H -1.37 5.16 -0.12  0.108
H -0.98 3.99 -1.34  0.098
Te 0.82 0.50 3.14  0.854
C 0.31 1.99 4.48  -0.710
C -0.56 3.08 4.28  -0.157
C -0.22 4.31 4.85  -0.109
C 0.87 4.39 5.74  -0.118
C 1.56 3.24 6.13  -0.107
C 1.26 2.01 5.54  -0.224
H -1.41 2.97 3.60  0.096
H -0.79 5.21 4.61  0.096
H 1.16 5.36 6.15  0.090
H 2.34 3.28 6.88  0.096
H 1.79 1.09 5.78  0.067

Its highest occupied orbital energy (alpha / beta) is -3.464 / -3.763 eV. For the LUMO energy (alpha / beta), the calculation gives 0.089 / 0.088 Ha. Its net charge is -1. The relative energy (zero: lowest compared OMol25 entry of this formula, charge and spin) is 46.3 kJ/mol.